1.
{"formula": "C16H19Cl2NO4", "method": "ωB97M-V/def2-TZVPD", "species": ["C", "C", "H", "H", "O", "C", "O", "C", "C", "H", "C", "N", "C", "O", "C", "H", "O", "C", "C", "C", "C", "C", "C", "Cl", "H", "Cl", "H", "H", "H", "C", "H", "C", "H", "H", "H", "H", "H", "H", "H", "H", "H", "H"], "xyz": [[4.496, -2.907, 0.741], [3.644, -3.471, 1.761], [3.168, -4.487, 1.506], [4.288, -3.618, 2.705], [2.704, -2.803, 2.000], [1.568, -2.891, 1.514], [1.488, -3.652, 0.735], [0.382, -1.973, 1.838], [-1.017, -2.390, 1.431], [-0.975, -3.320, 1.181], [-1.590, -1.568, 0.342], [-1.532, -0.242, 0.524], [-2.389, 0.596, -0.034], [-3.552, 0.177, -0.435], [-2.532, 2.033, 0.399], [-2.359, 2.271, 1.699], [-1.288, 2.923, -0.086], [-1.305, 3.074, -1.328], [-2.464, 2.624, -2.387], [-2.179, 2.936, -3.543], [-1.072, 3.524, -4.138], [-0.137, 4.058, -2.979], [-0.369, 3.784, -1.770], [0.912, 4.353, -0.533], [0.538, 4.439, -3.647], [-0.934, 4.033, -5.820], [-2.733, 2.569, -4.444], [-3.335, 2.000, -1.993], [-3.401, 2.565, 0.284], [-0.336, 0.515, 1.340], [-0.832, 0.525, 2.353], [0.820, -0.622, 1.212], [1.096, -0.625, 0.276], [1.760, -0.101, 1.808], [0.012, 1.399, 0.941], [-2.630, -1.768, -0.006], [-0.794, -1.809, -0.747], [-1.675, -1.935, 2.471], [0.436, -1.807, 3.037], [4.772, -2.040, 1.141], [3.963, -2.780, -0.146], [5.382, -3.589, 0.796]], "atomic_forces_ev_per_a": [[1.91, -3.87, -0.52], [9.31, -11.28, -0.29], [1.81, 0.31, -0.09], [-0.74, 0.00, -1.03], [-7.02, 13.38, 9.40], [-3.71, 6.68, 5.26], [-3.92, -10.88, -11.94], [2.79, 2.38, 3.49], [-1.31, 7.25, 4.79], [-0.72, -6.01, -0.87], [1.87, -3.43, -5.37], [2.97, 7.07, 1.39], [-6.87, -1.16, 1.08], [3.29, 0.81, -0.27], [6.31, 1.89, 4.60], [-0.39, -1.43, -3.84], [-4.02, -3.29, 5.53], [-8.65, -3.77, -3.13], [0.75, -1.77, 12.40], [0.41, 0.46, -12.73], [2.34, 2.34, 5.75], [-2.58, -0.93, -12.01], [6.78, 3.62, 3.06], [-0.82, -0.29, -0.97], [2.94, 1.87, 0.34], [0.00, -0.54, 1.38], [-0.90, 0.03, 1.21], [1.40, 1.05, -0.84], [-2.03, 0.71, -1.43], [-1.42, -6.96, 0.60], [1.22, 0.53, -0.84], [-0.60, 3.80, 7.60], [1.32, -0.51, -5.14], [-2.16, -1.69, -1.32], [0.05, 1.89, -0.95], [0.85, -0.46, 0.45], [-2.32, 0.20, 2.74], [1.36, -2.40, -2.88], [-0.19, -0.30, -2.69], [1.46, 4.02, 1.14], [-0.29, -0.04, -1.84], [-0.46, 0.72, -1.22]], "gap_ev": 8.060, "e_homo_ev": -8.04}



2.
{"formula": "C4H9S", "method": "ωB97M-V/def2-TZVPD", "species": ["C", "S", "H", "H", "H", "C", "C", "C", "H", "H", "H", "H", "H", "H"], "xyz": [[1.955, 1.348, 0.429], [2.519, 0.141, -0.808], [1.314, 0.806, 1.129], [2.719, 1.920, 0.970], [1.337, 2.153, 0.005], [-1.050, 0.285, -0.751], [-1.539, -0.954, -0.077], [-0.826, -1.946, 0.418], [-1.297, 1.129, -0.088], [0.028, 0.337, -0.994], [-1.654, 0.507, -1.643], [-2.557, -0.853, 0.317], [-1.172, -2.830, 0.949], [0.223, -2.043, 0.144]], "atomic_forces_ev_per_a": [[-0.45, 0.32, 0.01], [0.74, 0.20, -0.21], [0.04, 0.26, 0.27], [0.30, -0.47, 0.09], [-0.14, -0.23, -0.20], [-0.05, 0.40, -0.34], [-0.43, 0.73, 1.47], [0.91, -0.87, -0.90], [0.14, -0.04, 0.14], [-0.54, -0.38, 0.09], [0.09, -0.23, -0.12], [-0.22, -0.23, -0.56], [-0.47, 0.30, 0.23], [0.09, 0.24, 0.03]], "s2": 0.751, "gap_ev": [2.119, 5.978], "multiplicity": 2, "e_homo_ev": [4.28, 0.30], "charge": -2}



For the records above, the corresponding energy relative to the best compared isomer or geometry (same formula, charge and spin) values read 14.7554; 0.7312 eV.